Entry 1:
Density functional theory data (the ωB97M-V functional and the def2-TZVPD basis) for a 2-piece molecular cluster, C2H6N2O2 overall at a distorted geometry.

Last column: Mulliken charge in e.
Cartesian coordinates (Å):
C 0.28817 1.24065 0.04163  -0.299
N 0.31900 -0.01037 0.20364  -0.285
C -0.79340 -0.82457 -0.17697  -0.685
H 1.24970 1.86740 0.46130  0.213
H -0.53508 1.77390 -0.34550  0.303
H -0.24496 -1.19192 -1.11598  0.288
H -1.19032 -1.60902 0.47709  0.253
H -1.68850 -0.20066 -0.51112  0.207
O 4.27715 0.40907 -0.76397  -0.412
N 3.29072 0.45123 -0.08512  0.301
O 3.04671 -0.73857 0.48802  -0.359
H 2.20035 -0.67984 0.92045  0.475

Properties
- LUMO (eV) = 0.7
- orbital gap (eV) = 10.802
- ΔE to the lowest compared entry with this formula, charge and spin (eV) = 5.075
- total energy (eV) = -9242.24268
- SMILES = C=NC.O=NO
- HOMO energy (eV) = -10.09
- F_max (eV Å⁻¹) = 4.070


Entry 2:
Density functional theory data (the ωB97M-V functional and the def2-TZVPD basis) for a 2-piece molecular cluster, C2H6N2O2 overall at a distorted geometry.

Last column: Mulliken charge in e.
Cartesian coordinates (Å):
N 0.88224 -0.04268 -2.30628  -0.302
C 1.09542 -1.29725 -1.91434  0.180
O 0.74016 -1.68830 -0.80653  -0.571
H 0.51552 0.61924 -1.61787  0.233
H 1.14692 0.28352 -3.23905  0.204
H 1.42686 -1.87215 -2.81285  0.255
N -0.60580 0.12065 2.32387  -0.295
C -1.30918 1.17084 1.86668  0.160
O -1.13351 1.74405 0.80246  -0.548
H 0.09277 -0.39135 1.77946  0.234
H -0.81313 -0.16212 3.28491  0.212
H -2.03827 1.51554 2.63954  0.240

Properties
- LUMO (eV) = 1.0
- orbital gap (eV) = 10.913
- ΔE to the lowest compared entry with this formula, charge and spin (eV) = 0.425
- total energy (eV) = -9246.89254
- SMILES = NC=O.NC=O
- HOMO energy (eV) = -9.95
- F_max (eV Å⁻¹) = 1.796


Entry 3:
Density functional theory data (the ωB97M-V functional and the def2-TZVPD basis) for a 2-piece molecular cluster, C2H6N2O2 overall at a distorted geometry.

Last column: Mulliken charge in e.
Cartesian coordinates (Å):
C -2.38706 -0.30572 0.12108  -0.606
C 2.27880 0.18941 -0.42796  -0.580
N -1.76550 0.81248 -0.31833  -0.221
N 0.17964 0.83237 0.39646  0.363
O 0.39364 -0.15829 1.10340  -0.479
O 1.09659 1.03002 -0.53678  -0.186
H -3.44322 -0.37454 0.11105  0.384
H -2.02628 -0.84271 1.14060  0.235
H -2.12541 -1.28895 -0.39378  0.272
H 2.52568 -0.17466 -1.43257  0.235
H 2.10706 -0.54236 0.26919  0.351
H 3.16606 0.82295 -0.03235  0.231

Properties
- LUMO (alpha / beta) (eV) = -0.9 / -0.5
- orbital gap (alpha / beta) (eV) = 8.351 / 8.181
- ΔE to the lowest compared entry with this formula, charge and spin (eV) = 9.156
- total energy (eV) = -9238.16168
- HOMO energy (alpha / beta) (eV) = -9.22 / -8.67
- F_max (eV Å⁻¹) = 4.906


Entry 4:
Density functional theory data (the ωB97M-V functional and the def2-TZVPD basis) for C2H6N2O2S as an isolated structure at a distorted geometry.

Last column: Mulliken charge in e.
Cartesian coordinates (Å):
C 0.66047 -0.93691 -0.21698  0.028
C 0.04486 -0.11222 0.72471  -0.269
N 1.06436 -2.14843 -0.00309  -0.585
N 0.54606 1.66182 0.27934  -0.715
O -1.68612 1.05565 -0.85994  -0.542
O -2.14363 -1.26983 -0.32521  -0.480
S -1.88399 -0.06697 0.38551  0.573
H 0.59388 -0.58670 -1.28010  0.284
H 0.19989 -0.26954 1.77233  0.389
H 1.18841 -2.58361 -1.00993  0.288
H -0.79059 1.51966 -0.47604  0.561
H 1.42411 1.63871 -0.19116  0.232
H 0.78228 2.09837 1.20054  0.234

Properties
- LUMO (eV) = -0.1
- orbital gap (eV) = 9.638
- ΔE to the lowest compared entry with this formula, charge and spin (eV) = 3.854
- total energy (eV) = -20078.23226
- HOMO energy (eV) = -9.75
- F_max (eV Å⁻¹) = 5.016


Entry 5:
Density functional theory data (the ωB97M-V functional and the def2-TZVPD basis) for one molecule with the formula C2H6N2O2S at a distorted geometry.

Last column: Mulliken charge in e.
Cartesian coordinates (Å):
C -1.10122 -2.06726 -0.04093  -0.565
C -0.43675 -1.11261 0.65071  -0.098
S -0.68924 0.60264 0.14469  0.998
O -1.73108 0.65131 -0.91391  -0.695
O -0.75038 1.52278 1.21788  -0.580
N 0.74928 0.70325 -0.70761  -0.156
N 1.96588 1.23772 -0.04199  -0.553
H -0.97428 -3.10352 0.04001  0.304
H -1.77334 -1.59905 -0.71905  0.301
H 0.29384 -1.15185 1.50743  0.226
H 0.61824 0.89339 -1.71362  0.290
H 1.73342 1.15434 0.89719  0.262
H 2.09565 2.26887 -0.32080  0.265

Properties
- LUMO (eV) = 0.7
- orbital gap (eV) = 10.083
- ΔE to the lowest compared entry with this formula, charge and spin (eV) = 3.499
- total energy (eV) = -20078.58698
- SMILES = C=CS(=O)(=O)NN
- HOMO energy (eV) = -9.35
- F_max (eV Å⁻¹) = 4.507


Entry 6:
Density functional theory data (the ωB97M-V functional and the def2-TZVPD basis) for a 2-piece molecular cluster, C2H6N2O2S overall.

Last column: Mulliken charge in e.
Cartesian coordinates (Å):
N 2.66395 0.14176 0.83948  -0.471
N 1.58844 0.35243 0.03224  -0.222
C 1.00838 -0.61347 -0.53390  0.096
O -0.12153 -0.43567 -1.23716  -0.557
H 3.28347 0.93955 0.81172  0.238
H 3.14316 -0.75187 0.71677  0.221
H 1.33197 -1.66217 -0.50069  0.360
H -0.40211 0.50034 -1.13371  0.328
O -1.89264 1.46168 -0.30482  -0.509
C -2.68024 0.82605 0.33969  0.159
S -2.75311 -0.91303 0.41196  -0.192
H -3.46690 1.26927 0.96207  0.315
H -1.70284 -1.11488 -0.40364  0.235

Properties
- LUMO (eV) = 0.8
- orbital gap (eV) = 9.267
- ΔE to the lowest compared entry with this formula, charge and spin (eV) = 1.881
- total energy (eV) = -20080.20509
- SMILES = N/N=C/O.O=CS
- HOMO energy (eV) = -8.44
- F_max (eV Å⁻¹) = 0.974


Entry 7:
Density functional theory data (the ωB97M-V functional and the def2-TZVPD basis) for one molecule with the formula C2H6N2O2S at a distorted geometry.

Last column: Mulliken charge in e.
Cartesian coordinates (Å):
C 1.90670 -0.63308 0.33893  0.300
C -1.25122 -0.96199 -0.41491  -0.914
N -0.95967 1.16692 0.54962  -0.647
N -0.32248 0.02408 0.11032  0.103
O 1.97458 -1.82388 0.49211  -0.440
O 1.56551 1.62468 -0.26394  -0.600
S 1.21695 0.42728 -1.01520  0.401
H 2.24325 0.20011 1.03607  0.286
H -0.87727 -1.88651 -0.02390  0.305
H -2.23979 -0.79313 0.02176  0.326
H -1.25188 -0.86359 -1.43892  0.373
H -0.27929 1.86901 0.68358  0.278
H -1.72539 1.65009 -0.07552  0.230

Properties
- LUMO (eV) = 0.1
- orbital gap (eV) = 8.558
- ΔE to the lowest compared entry with this formula, charge and spin (eV) = 4.248
- total energy (eV) = -20077.83850
- HOMO energy (eV) = -8.47
- F_max (eV Å⁻¹) = 2.897


Entry 8:
Density functional theory data (the ωB97M-V functional and the def2-TZVPD basis) for a 2-piece molecular cluster, C2H6N2O3 overall.

Last column: Mulliken charge in e.
Cartesian coordinates (Å):
N -0.25950 -1.53813 0.89370  -0.544
C 0.54572 -0.61909 0.75398  0.387
C 1.42890 0.20245 0.24012  0.290
O 1.09580 1.43589 -0.23964  -0.474
O 2.79180 -0.01523 0.27587  -0.528
H -0.66978 -1.66759 1.81849  0.239
H 1.92646 1.90000 -0.40315  0.336
H 2.98424 -0.93500 0.47870  0.305
N -2.10128 0.62287 -0.41873  -0.410
O -2.01035 -0.51348 -1.28969  -0.417
H -2.88040 1.15955 -0.79463  0.254
H -1.25173 1.17228 -0.56991  0.202
H -1.59987 -1.20452 -0.74510  0.358

Properties
- LUMO (eV) = 0.4
- orbital gap (eV) = 8.663
- ΔE to the lowest compared entry with this formula, charge and spin (eV) = 5.254
- total energy (eV) = -11290.07279
- SMILES = N=C=C(O)O.NO
- HOMO energy (eV) = -8.22
- F_max (eV Å⁻¹) = 0.721


Entry 9:
Density functional theory data (the ωB97M-V functional and the def2-TZVPD basis) for a 2-piece molecular cluster, C2H6N2O4 overall at a distorted geometry.

Last column: Mulliken charge in e.
Cartesian coordinates (Å):
C 1.21747 -2.18507 0.96376  -0.756
N 0.24945 -1.69562 1.96646  0.857
O -0.95024 -2.05443 1.91154  -0.504
O 0.62133 -1.04014 2.93987  -0.522
H 1.01427 -3.26600 0.95914  0.320
H 2.18240 -1.86036 1.05903  0.320
H 0.73687 -1.88296 0.03893  0.279
C -1.15787 2.52696 -1.72006  -0.679
N -0.22710 1.36919 -1.11143  0.690
O -0.88341 0.59743 -0.36580  -0.442
O 0.99284 1.58979 -1.07662  -0.481
H -0.60384 2.70047 -2.57721  0.315
H -1.22568 3.22817 -0.99080  0.290
H -1.96647 1.97256 -1.99681  0.313

Properties
- LUMO (eV) = -0.4
- orbital gap (eV) = 10.095
- ΔE to the lowest compared entry with this formula, charge and spin (eV) = 8.283
- total energy (eV) = -13334.52860
- SMILES = C[N+](=O)[O-].C[N+](=O)[O-]
- HOMO energy (eV) = -10.53
- F_max (eV Å⁻¹) = 5.210


Entry 10:
Density functional theory data (the ωB97M-V functional and the def2-TZVPD basis) for one molecule with the formula C2H6N2OS at a distorted geometry.

Last column: Mulliken charge in e.
Cartesian coordinates (Å):
C -1.06152 -0.94646 -0.96394  -0.747
N -0.49542 0.24181 -0.37258  -0.046
S -1.27123 0.67387 1.11088  -0.287
C 0.89260 0.34521 -0.31643  0.614
N 1.37857 1.13223 0.63304  -0.514
O 1.55354 -0.02555 -1.18862  -0.545
H -1.25088 -1.87759 -0.14313  0.213
H -0.16229 -1.32315 -1.63709  0.321
H -1.91525 -0.70741 -1.32706  0.298
H -1.28957 -0.31650 1.92904  0.136
H 1.12472 1.50563 1.72750  0.279
H 2.49672 1.29790 0.54838  0.279

Properties
- LUMO (eV) = 0.5
- orbital gap (eV) = 9.782
- ΔE to the lowest compared entry with this formula, charge and spin (eV) = 2.958
- total energy (eV) = -18031.84749
- SMILES = CN(S)C(N)=O
- HOMO energy (eV) = -9.25
- F_max (eV Å⁻¹) = 9.299